The following is a quantum chemistry calculation of 2 unconnected molecules or ions with the total composition C3H8O3S, from the Open Molecules 2025 dataset.

Properties
- HOMO (eV) = -9.38
- HOMO-LUMO gap (eV) = 9.8882
- lowest unoccupied orbital energy (eV) = 0.5
- structure (SMILES) = O=C(O)CCS.O

ORCA input file:
```
! RIJCOSX wB97M-V def2-TZVPD def2/J DEFGRID3
* xyz 0 1
O 2.80307 -0.65169 -1.77059
C 1.82475 -0.44209 -1.11046
O 1.76797 -0.69327 0.21511
C 0.52316 0.10396 -1.61782
C 0.11306 1.41879 -0.97075
S -1.70084 1.62051 -1.10900
H 2.58043 -1.16186 0.46429
H -0.23632 -0.63839 -1.35367
H 0.50927 0.09454 -2.69309
H 0.35143 1.33982 0.08130
H 0.60219 2.25416 -1.46636
H -1.67582 2.85884 -0.60021
O -2.42012 -1.74295 4.25054
H -2.93492 -1.69924 3.43730
H -2.10732 -2.66115 4.24342
*
```